Entry from OMol25: 10 unconnected molecules or ions with the total composition C80H70O15S5 in a non-equilibrium geometry (the ωB97M-V functional and the def2-TZVPD basis).

## Properties
HOMO in Eh: -0.32233
Energy above the lowest of the compared OMol25 structures with the same formula, charge and spin in kJ/mol: 348.6
Gap between HOMO and LUMO in eV: 7.17
Charge: 0
Spin multiplicity: 1
LUMO in Ha: -0.0589
Electronic energy in eV: -168976.2141

Atoms and positions in Å:
C  6.2501  -4.7077  4.9135
S  6.8894  -4.5766  3.1572
O  7.5176  -5.9097  2.9761
C  5.2125  -4.3403  2.2829
H  5.3719  -5.3504  4.9748
H  5.8355  -3.7258  5.1415
H  7.0136  -4.8143  5.6840
H  4.3182  -4.7405  2.7605
H  5.1894  -4.7498  1.2730
H  4.9838  -3.2771  2.2087
C  3.9614  3.5330  -1.5495
S  2.7027  4.3390  -2.6412
O  2.4863  5.8499  -2.2756
C  3.8187  4.3379  -4.1166
H  4.1721  2.5387  -1.9431
H  3.5964  3.2896  -0.5517
H  4.8625  4.1438  -1.4935
H  4.8430  4.4419  -3.7586
H  3.7369  5.0743  -4.9160
H  3.7105  3.4027  -4.6660
C  3.1912  2.6086  3.8192
S  3.0968  3.4075  5.5170
O  3.0599  2.3156  6.6607
C  4.8428  3.9840  5.6222
H  3.8852  1.7850  3.9872
H  3.7265  3.2143  3.0881
H  2.2211  2.2910  3.4369
H  5.1888  4.5950  4.7885
H  5.5798  3.1810  5.6046
H  5.0582  4.4856  6.5657
C  -5.1333  -0.4235  1.9831
S  -6.2083  0.4410  0.7905
O  -7.7089  0.3163  1.0318
C  -5.8189  2.1844  1.2718
H  -5.2173  0.0386  2.9667
H  -4.1234  -0.3158  1.5873
H  -5.4952  -1.3859  2.3449
H  -4.7564  2.2713  1.4988
H  -6.4454  2.5055  2.1040
H  -6.1400  2.7960  0.4286
C  6.1589  -1.1223  0.3305
S  6.7077  -0.3338  -1.2288
O  6.0229  1.0286  -1.1400
C  8.3727  -0.2123  -0.6025
H  5.0902  -1.3367  0.3361
H  6.4963  -0.6248  1.2398
H  6.7288  -2.0504  0.3743
H  8.7107  -1.2449  -0.5145
H  8.4519  0.2227  0.3938
H  9.0885  0.2777  -1.2626
C  -1.0486  -8.8032  -1.4020
C  -0.1977  -8.0192  -2.1580
C  1.0917  -7.6972  -1.6080
C  1.5221  -8.2141  -0.4461
C  0.5873  -8.9726  0.3123
C  -0.7242  -9.3131  -0.1148
C  0.9501  -9.4588  1.6975
O  0.2281  -10.1459  2.3794
C  2.4531  -9.3535  2.1302
C  3.0376  -10.0481  3.2305
C  4.2961  -9.8101  3.6397
C  5.1408  -9.0606  2.8738
C  4.6927  -8.3478  1.7801
C  3.3640  -8.4967  1.3897
C  2.8494  -7.8020  0.1274
O  3.5229  -6.9299  -0.4346
H  -1.9406  -9.1125  -1.9266
H  -0.6079  -7.6629  -3.0914
H  1.6108  -7.0162  -2.2663
H  -1.3960  -9.8978  0.4962
H  2.5620  -10.7966  3.8470
H  4.6780  -10.1767  4.5811
H  6.1702  -8.9381  3.1769
H  5.3515  -7.6461  1.2902
C  -6.2994  -11.2971  3.0413
C  -7.0765  -10.4676  3.9309
C  -7.0511  -9.0856  3.7402
C  -6.3316  -8.5612  2.7100
C  -5.5057  -9.3916  1.8661
C  -5.5432  -10.7778  2.0225
C  -4.6411  -8.8689  0.6657
O  -4.0310  -9.5929  -0.0759
C  -4.6414  -7.4314  0.5189
C  -3.9161  -6.8992  -0.5074
C  -3.8347  -5.4554  -0.5791
C  -4.4906  -4.6379  0.3709
C  -5.3676  -5.1887  1.2241
C  -5.5320  -6.5761  1.3665
C  -6.4598  -7.1093  2.3764
O  -7.2811  -6.3576  2.8545
H  -6.2149  -12.3551  3.2406
H  -7.6889  -10.8721  4.7232
H  -7.6464  -8.4471  4.3761
H  -4.8574  -11.4411  1.5163
H  -3.3894  -7.4806  -1.2498
H  -3.3191  -4.9705  -1.3948
H  -4.3877  -3.5641  0.3178
H  -5.9740  -4.5670  1.8662
C  -0.4512  3.3144  0.6081
C  -1.7234  2.8366  0.2799
C  -2.0672  1.5127  0.1630
C  -1.0527  0.4952  0.4413
C  0.2405  0.9322  0.7750
C  0.5129  2.3690  0.8600
C  1.3605  -0.0372  1.1463
O  2.4072  0.3789  1.6012
C  1.1759  -1.5294  0.7896
C  2.1882  -2.4864  0.7820
C  1.9921  -3.7546  0.2888
C  0.7005  -4.1246  -0.0105
C  -0.3202  -3.2595  0.0281
C  -0.1099  -1.9374  0.4499
C  -1.2819  -0.9729  0.3506
O  -2.3931  -1.3987  0.0502
H  -0.2728  4.3707  0.7453
H  -2.4204  3.6317  0.0600
H  -3.0705  1.2764  -0.1592
H  1.5054  2.7530  1.0439
H  3.0878  -2.0553  1.1959
H  2.8904  -4.3181  0.0842
H  0.4499  -5.1149  -0.3611
H  -1.2717  -3.6741  -0.2705
C  -1.3298  12.5732  -1.7404
C  -0.5978  13.3528  -0.8309
C  0.2893  12.7810  -0.0156
C  0.5394  11.3887  -0.0261
C  -0.2792  10.5425  -0.8393
C  -1.1951  11.1800  -1.7257
C  -0.0169  9.0308  -0.8549
O  -0.7279  8.3272  -1.6630
C  1.0412  8.5206  0.1006
C  1.4107  7.1913  -0.0046
C  2.3678  6.7233  0.8589
C  2.9042  7.5358  1.8802
C  2.5466  8.8807  1.9626
C  1.5788  9.3720  1.0348
C  1.5709  10.8557  0.8158
O  2.3768  11.5681  1.4186
H  -1.9960  13.0250  -2.4604
H  -0.7769  14.4169  -0.7850
H  0.7244  13.5859  0.5583
H  -1.6614  10.4943  -2.4177
H  1.0106  6.5666  -0.7895
H  2.7411  5.7129  0.7796
H  3.6898  7.2803  2.5758
H  2.9628  9.5368  2.7128
C  -1.2757  5.3890  -3.1618
C  -2.1063  4.2965  -2.9946
C  -3.1660  4.0641  -3.9313
C  -3.2279  4.9418  -5.0128
C  -2.3698  6.0303  -5.2291
C  -1.3721  6.2808  -4.2324
C  -2.5552  6.8978  -6.4197
O  -1.7356  7.7381  -6.8017
C  -3.8917  6.8661  -7.0662
C  -4.4141  7.9257  -7.7967
C  -5.6647  7.9019  -8.4165
C  -6.4787  6.7583  -8.2455
C  -6.0003  5.7335  -7.4518
C  -4.7614  5.7176  -6.8065
C  -4.3954  4.6484  -5.8527
O  -5.0790  3.6560  -5.8174
H  -0.4538  5.5680  -2.4844
H  -1.8228  3.6802  -2.1542
H  -3.8453  3.2351  -3.7988
H  -0.6509  7.0844  -4.2578
H  -3.7903  8.8055  -7.7406
H  -5.8942  8.8473  -8.8855
H  -7.4331  6.7622  -8.7508
H  -6.6820  4.9786  -7.0887

Cartesian forces, eV/Å:
-0.91 1.72 -0.78
-0.74 -0.31 1.39
-0.42 -0.01 -0.84
-0.20 -0.23 0.36
0.53 -0.57 -0.04
-0.11 0.37 -0.12
0.23 -0.68 -0.59
0.32 -0.49 0.50
0.63 -0.11 -0.01
0.58 0.21 0.08
-0.34 0.09 -0.14
0.27 2.56 -0.14
0.70 -3.16 -0.42
0.61 -0.43 -0.09
0.21 0.14 -0.48
-0.40 0.57 0.02
-0.08 -0.05 -0.05
-0.01 -0.19 0.08
-0.94 0.56 0.65
0.02 -0.36 0.44
1.01 -0.17 1.04
0.88 -1.76 1.99
-0.11 2.10 -3.01
0.68 -0.20 -0.45
-0.42 -0.46 -0.04
-0.33 0.58 0.16
0.13 0.03 0.36
-0.62 0.43 -0.06
-0.55 -0.72 0.04
-0.68 0.17 -0.04
-0.95 0.87 1.51
-1.55 0.57 -0.29
1.95 -0.22 0.24
-0.24 -0.63 -0.14
0.31 0.90 -0.02
-0.08 -0.59 0.06
0.19 -0.59 -1.36
-0.05 0.18 -0.11
0.11 -0.43 0.25
0.35 -0.09 -0.14
0.63 -1.12 -0.26
-1.57 1.90 1.87
0.95 -1.20 -0.68
1.12 -0.27 0.08
0.13 0.24 -0.17
-0.29 0.74 -0.33
-0.30 -0.47 -0.13
0.05 -0.15 -0.05
-0.37 0.23 -0.11
-0.41 0.16 -0.22
-0.18 -1.07 0.11
0.90 -0.29 2.15
-2.28 0.81 -3.66
-0.41 -0.38 2.10
-0.99 -0.56 1.18
2.01 1.68 -1.47
2.50 -1.53 0.01
-0.49 0.57 -0.05
1.16 0.81 -0.70
-2.68 0.00 -0.56
1.57 0.06 0.28
1.09 1.32 -0.14
-0.45 -0.16 -0.06
-2.00 -0.52 -0.12
1.26 0.78 -0.03
-0.98 -1.21 0.85
-0.48 -0.04 0.48
0.60 0.22 -0.19
0.90 -0.02 0.49
0.07 0.03 -0.05
-1.06 0.23 -0.27
-0.11 -0.53 -0.05
0.11 0.11 0.06
-0.01 -0.14 -0.32
-1.29 0.46 2.05
1.19 -0.39 -1.52
-0.78 -1.34 0.64
1.59 0.16 -2.12
-0.22 0.17 -0.83
0.48 0.85 0.82
-1.64 -0.45 2.02
0.23 -0.73 -0.05
-2.33 1.78 1.46
0.45 3.58 -0.29
-0.59 -1.05 0.70
1.58 -0.21 -2.70
-1.75 -1.71 2.07
3.14 -0.44 -2.30
0.23 0.03 -0.14
-0.22 -0.43 0.48
-0.32 -0.14 0.01
0.16 -0.26 0.01
0.00 0.19 -0.06
-0.12 0.20 -0.52
-0.09 -0.22 0.26
0.29 -0.10 -0.02
0.12 0.09 -0.06
-0.07 0.08 0.08
-0.17 -1.53 0.45
-0.26 0.91 -0.23
1.53 -1.27 0.40
0.17 1.61 0.08
-0.04 1.53 0.46
0.23 -1.36 -0.36
0.39 -0.52 -0.71
-0.43 -0.26 -0.06
-1.49 0.76 0.47
0.16 1.88 0.42
1.02 0.75 0.37
0.96 -1.85 -0.83
-1.35 1.23 0.66
-0.89 0.43 -0.70
-0.95 -0.62 -0.98
0.82 0.33 0.54
0.13 0.05 -0.23
-0.60 -0.26 -0.02
0.03 -0.42 0.04
0.26 -0.52 0.30
0.70 -0.56 -0.35
-0.28 -0.73 0.24
0.38 -0.27 -0.06
-0.36 0.63 0.13
0.06 -1.06 0.08
-2.36 -0.06 -2.11
1.14 -0.23 0.81
-1.79 0.70 -1.21
1.00 1.12 0.24
1.05 -0.44 0.64
-2.64 -0.55 -2.69
3.05 2.05 3.28
-1.83 -0.10 -1.44
0.05 -0.14 0.30
0.78 -0.21 1.12
-0.28 1.28 -0.32
-1.37 -0.65 -1.00
2.39 0.51 0.68
0.87 -0.08 2.43
-0.83 -0.70 -0.89
-0.08 0.07 0.01
0.07 0.09 -0.08
1.05 -1.00 0.85
-0.45 0.28 -0.14
0.00 0.12 0.04
-0.05 -0.15 -0.16
-0.03 -0.84 -0.11
0.10 0.09 -0.18
0.30 0.54 -0.58
-0.67 0.07 -1.04
2.66 0.83 1.68
-0.71 -1.14 0.81
1.20 -0.05 1.42
-1.08 -0.96 -0.90
0.46 2.15 -0.45
-0.57 -1.34 0.76
-1.99 -2.58 0.67
0.70 -0.20 0.50
0.78 -0.62 1.01
1.17 1.71 -0.73
-0.39 -0.65 1.30
0.77 2.95 -1.70
-0.42 1.08 -1.74
0.01 -0.78 0.64
-0.03 -0.04 0.27
-0.64 -0.45 -0.07
-0.11 0.12 -0.28
-0.22 0.20 -0.40
-0.05 0.28 -0.61
-0.76 -0.31 -0.39
-0.20 -0.37 0.30
-0.13 -0.42 -0.52